This record from the OMol25 dataset describes a molecular structure, C33H37ClInO2Si2 in a non-equilibrium geometry. The level of theory is ωB97M-V/def2-TZVPD.

Kohn-Sham gap (spin up / spin down) = 5.112 / 5.104 eV
Calculated total energy = -72359.77876 eV
Highest occupied orbital energy (spin up / spin down) = -9.777 / -9.775 eV
Charge = +1
Lowest unoccupied orbital energy (spin up / spin down) = -4.7 / -4.7 eV
Relative energy (zero: lowest compared OMol25 entry of this formula, charge and spin) = 0.000 eV

The geometry in XYZ format:
```
76
Properties=species:S:1:pos:R:3:lowdin_charge:R:1
C 2.663 -3.334 4.523 -0.179
C 3.078 -3.377 3.156 -0.163
C 3.452 -2.059 2.775 -0.197
H 3.105 -4.264 2.535 0.085
C 3.270 -1.200 3.887 -0.196
C 2.792 -1.985 4.981 -0.159
H 2.594 -1.637 5.994 0.086
H 2.338 -4.193 5.122 0.086
H 3.804 -1.762 1.791 0.087
H 3.458 -0.132 3.908 0.084
In 0.087 -1.546 3.076 1.100
Si -0.026 -0.187 0.826 0.678
C -0.097 -1.404 -0.574 -0.354
C -1.061 -1.223 -1.580 -0.105
H -1.781 -0.409 -1.489 0.045
C -1.091 -2.067 -2.693 -0.070
H -1.838 -1.915 -3.475 0.113
C -0.154 -3.103 -2.808 -0.059
H -0.155 -3.739 -3.696 0.114
C 0.763 -3.333 -1.778 -0.067
H 1.468 -4.164 -1.847 0.113
C 0.785 -2.500 -0.652 -0.105
H 1.486 -2.695 0.161 0.090
C 1.427 0.968 0.804 -0.344
C 2.404 0.904 -0.204 -0.079
H 2.360 0.114 -0.955 0.105
C 3.458 1.827 -0.218 -0.061
H 4.219 1.758 -0.995 0.112
C 3.549 2.808 0.772 -0.061
H 4.358 3.537 0.746 0.112
C 2.627 2.828 1.824 -0.068
H 2.730 3.547 2.637 0.111
C 1.574 1.908 1.846 -0.114
H 0.864 1.898 2.678 0.097
H -1.276 0.592 0.837 -0.004
Si -2.463 3.090 -3.226 0.318
C -0.977 4.185 -3.051 -0.329
C -0.091 4.409 -4.118 -0.089
H -0.267 3.933 -5.088 0.106
C 1.028 5.232 -3.937 -0.078
H 1.724 5.384 -4.765 0.106
C 1.255 5.859 -2.707 -0.082
H 2.122 6.511 -2.572 0.107
C 0.351 5.666 -1.659 -0.087
H 0.504 6.167 -0.701 0.104
C -0.766 4.845 -1.833 -0.121
H -1.481 4.714 -1.017 0.084
C -2.089 1.842 -4.538 -0.344
C -0.969 1.011 -4.428 -0.117
H -0.290 1.106 -3.577 0.107
C -0.727 0.034 -5.400 -0.095
H 0.132 -0.630 -5.284 0.105
C -1.590 -0.105 -6.493 -0.077
H -1.398 -0.878 -7.244 0.109
C -2.699 0.739 -6.612 -0.076
H -3.375 0.637 -7.465 0.109
C -2.947 1.716 -5.639 -0.097
H -3.802 2.391 -5.722 0.099
H -3.638 3.920 -3.543 -0.003
Cl -2.831 2.100 -1.450 0.332
C -0.679 -3.450 5.901 -0.047
O -0.837 -3.235 4.485 -0.351
C -2.000 -3.906 3.907 -0.139
C -2.642 -2.976 2.869 -0.146
O -2.307 -1.586 3.106 -0.371
C -2.742 -0.969 4.343 -0.042
H -0.085 -4.362 6.060 0.106
H -1.673 -3.549 6.361 0.099
H -0.148 -2.582 6.319 0.100
H -2.722 -4.171 4.694 0.131
H -1.647 -4.849 3.457 0.147
H -2.237 -3.218 1.873 0.132
H -3.739 -3.098 2.847 0.149
H -3.728 -0.510 4.161 0.114
H -2.777 -1.689 5.189 0.101
H -1.989 -0.191 4.581 0.094
```

This record from the OMol25 dataset describes 2 unconnected molecules or ions with the total composition C33H37N4 in a non-equilibrium geometry. The level of theory is ωB97M-V/def2-TZVPD.

Kohn-Sham gap = 5.926 eV
Calculated total energy = -40774.38861 eV
Highest occupied orbital energy = -10.245 eV
Charge = +1
Lowest unoccupied orbital energy = -4.3 eV
Relative energy (zero: lowest compared OMol25 entry of this formula, charge and spin) = 2.225 eV

The geometry in XYZ format:
```
74
Properties=species:S:1:pos:R:3:lowdin_charge:R:1
C -6.610 -3.627 -2.561 -0.052
N -5.994 -3.619 -1.243 -0.221
C -6.761 -4.255 -0.184 -0.053
C -4.713 -3.119 -1.055 -0.217
C -4.447 -1.750 -1.314 -0.001
C -3.206 -1.213 -1.061 -0.006
C -2.079 -2.031 -0.717 -0.202
C -0.780 -1.446 -0.593 0.088
C 0.476 -2.070 -0.817 -0.192
C 1.687 -1.520 -0.288 0.010
C 2.898 -2.186 -0.359 0.013
C 3.042 -3.334 -1.194 -0.192
N 4.258 -3.944 -1.310 -0.164
C 5.296 -3.804 -0.291 -0.029
C 4.637 -4.616 -2.534 -0.045
C 1.877 -3.809 -1.886 0.013
C 0.631 -3.256 -1.613 0.000
C -2.361 -3.408 -0.456 -0.014
C -3.642 -3.922 -0.574 0.014
H -6.307 -2.738 -3.128 0.086
H -6.300 -4.528 -3.122 0.095
H -7.702 -3.639 -2.444 0.087
H -6.800 -3.636 0.727 0.096
H -7.785 -4.381 -0.550 0.084
H -6.354 -5.239 0.086 0.083
H -5.284 -1.129 -1.651 0.127
H -3.076 -0.131 -1.147 0.123
H -0.736 -0.401 -0.310 0.094
H 1.608 -0.582 0.268 0.085
H 3.758 -1.801 0.209 0.107
H 5.200 -2.874 0.268 0.068
H 5.286 -4.631 0.450 0.111
H 6.272 -3.793 -0.788 0.093
H 4.498 -3.968 -3.410 0.105
H 5.701 -4.850 -2.481 0.089
H 4.072 -5.539 -2.725 0.093
H 1.959 -4.659 -2.580 0.115
H -0.267 -3.711 -2.042 0.119
H -1.549 -4.052 -0.116 0.121
H -3.846 -4.969 -0.332 0.122
C 2.005 7.184 2.381 -0.082
C 1.614 6.881 1.067 -0.083
C 0.699 5.856 0.831 -0.057
C 0.186 5.113 1.905 -0.228
C -0.736 3.941 1.668 -0.115
N -0.201 2.659 2.111 -0.056
C -1.097 1.778 2.884 -0.126
C -0.595 0.390 2.518 -0.172
N 0.276 0.596 1.356 0.051
C 0.526 1.867 1.236 -0.276
C 1.523 2.522 0.360 -0.167
C 1.453 2.416 -1.036 -0.030
C 2.386 3.109 -1.809 -0.075
C 3.413 3.830 -1.184 -0.074
C 3.497 3.901 0.212 -0.071
C 2.560 3.228 0.979 -0.034
C 0.547 5.437 3.218 -0.043
C 1.460 6.472 3.462 -0.074
H 2.719 7.994 2.566 0.105
H 2.012 7.449 0.220 0.109
H 0.414 5.594 -0.193 0.117
H -1.667 4.092 2.236 0.132
H -0.978 3.892 0.593 0.130
H -1.022 1.983 3.962 0.123
H -2.138 1.927 2.567 0.117
H -0.016 -0.009 3.368 0.119
H -1.401 -0.313 2.256 0.107
H 0.683 1.779 -1.475 0.112
H 2.354 3.049 -2.906 0.110
H 4.196 4.299 -1.792 0.109
H 4.315 4.445 0.704 0.118
H 2.621 3.226 2.070 0.131
H 0.114 4.867 4.044 0.115
H 1.719 6.726 4.492 0.105
```

This record from the OMol25 dataset describes a molecular structure, C33H38Cl3FGeIrN6O3 in a non-equilibrium geometry. The level of theory is ωB97M-V/def2-TZVPD.

Kohn-Sham gap (spin up / spin down) = 4.755 / 4.100 eV
Calculated total energy = -149546.23946 eV
Highest occupied orbital energy (spin up / spin down) = -11.348 / -11.129 eV
Charge = +2
Lowest unoccupied orbital energy (spin up / spin down) = -6.6 / -7.0 eV
Relative energy (zero: lowest compared OMol25 entry of this formula, charge and spin) = 5.637 eV
Spin multiplicity = 2

The geometry in XYZ format:
```
86
Properties=species:S:1:pos:R:3:lowdin_spin:R:1
Ir -1.468 -1.039 -1.933 0.325
C 0.792 -3.234 -2.288 0.002
N 0.335 -2.146 -3.162 -0.020
C 1.414 -1.192 -3.395 0.000
C -0.217 -2.679 -4.370 0.017
C 0.520 -2.866 -5.524 -0.003
C -0.064 -3.449 -6.640 0.028
C -1.392 -3.854 -6.605 -0.004
C -2.145 -3.678 -5.465 0.019
C -1.578 -3.080 -4.320 -0.010
N -2.258 -2.756 -3.197 0.032
C -3.321 -3.412 -2.696 0.011
C -3.582 -4.779 -2.940 -0.006
C -4.618 -5.418 -2.302 0.003
C -5.425 -4.719 -1.411 -0.010
C -5.174 -3.381 -1.138 0.001
C -4.131 -2.719 -1.754 -0.004
N -3.847 -1.335 -1.523 0.021
C -4.614 -0.482 -2.431 0.000
C -4.020 -0.919 -0.133 0.002
H 1.561 -3.824 -2.796 0.000
H -0.038 -3.884 -2.019 0.000
H 1.211 -2.819 -1.375 0.000
H 2.340 -1.700 -3.680 -0.001
H 1.604 -0.636 -2.476 0.000
H 1.130 -0.495 -4.183 0.000
H 1.556 -2.571 -5.567 -0.001
H 0.521 -3.586 -7.536 0.001
H -1.838 -4.299 -7.482 -0.001
H -3.187 -3.956 -5.459 0.001
H -2.916 -5.330 -3.585 -0.001
H -4.797 -6.467 -2.484 0.001
H -6.238 -5.218 -0.910 -0.001
H -5.807 -2.859 -0.441 0.000
H -5.689 -0.600 -2.252 0.000
H -4.410 -0.747 -3.466 0.000
H -4.340 0.560 -2.268 -0.001
H -5.076 -0.831 0.138 0.001
H -3.552 0.057 -0.001 0.001
H -3.534 -1.635 0.527 0.000
F 0.998 5.028 1.012 0.000
C 1.144 3.804 1.559 0.001
C 0.513 2.753 0.946 0.000
C 0.593 1.454 1.462 0.002
C -0.143 0.352 0.846 0.008
O -0.883 0.544 -0.149 0.084
C 0.014 -0.912 1.491 0.002
C 0.821 -1.027 2.581 0.002
N 1.524 -0.018 3.123 0.003
C 2.349 -0.294 4.268 0.000
C 3.150 -1.561 4.284 0.000
C 3.845 -0.244 4.139 0.000
C 1.391 1.251 2.609 0.001
C 2.029 2.342 3.209 0.000
C 1.900 3.644 2.738 0.000
N 2.535 4.694 3.407 0.000
C 2.651 6.025 2.825 0.000
C 3.601 6.866 3.693 0.000
N 4.580 5.949 4.328 0.000
C 3.908 5.111 5.362 0.000
C 2.497 4.762 4.852 0.000
C -0.720 -2.197 1.069 0.001
O -0.856 -3.054 1.923 -0.002
O -1.101 -2.301 -0.132 0.000
H -0.070 2.940 0.057 0.001
H 0.887 -1.990 3.065 0.000
H 1.902 0.033 5.201 0.000
H 3.112 -2.207 3.421 0.000
H 3.225 -2.096 5.217 0.000
H 4.255 0.006 3.173 0.000
H 4.426 0.126 4.970 0.000
H 2.643 2.149 4.073 0.000
H 1.689 6.547 2.752 0.000
H 3.054 5.928 1.816 0.000
H 3.070 7.397 4.485 0.000
H 4.122 7.602 3.080 0.000
H 5.365 6.464 4.740 0.000
H 4.950 5.341 3.587 0.000
H 3.848 5.674 6.296 0.000
H 4.506 4.214 5.527 0.000
H 1.778 5.526 5.177 0.000
H 2.175 3.814 5.276 0.000
Cl -2.566 3.197 -2.420 0.102
Ge -1.176 1.523 -2.630 0.204
Cl 0.688 2.497 -3.292 0.102
Cl -1.933 0.321 -4.474 0.086
```

Among the records above, which one has the highest charge?
C33H38Cl3FGeIrN6O3

Which value of charge does entry 1 give?
+1